No. 1
# C3H8O2

A 2-piece molecular cluster, C3H8O2 overall (ωB97M-V with the def2-TZVPD basis set, the OMol25 dataset).

Geometry as ORCA input:
```
! wB97M-V def2-TZVPD RIJCOSX def2/J DEFGRID3
* xyz 0 1
C 1.83 1.05 0.75
O 0.55 0.77 1.26
C -0.61 -1.13 -0.83
C -1.95 -0.72 -0.41
O -1.04 0.23 -0.97
H 2.00 2.13 0.60
H 2.57 0.70 1.48
H 2.03 0.53 -0.20
H -0.49 -1.67 -1.77
H 0.16 -1.29 -0.08
H -2.81 -0.95 -1.03
H -2.15 -0.58 0.65
H -0.08 0.93 0.54
*
```

Output
**HOMO energy**: -10.071 eV
**Orbital gap**: 11.17 eV

---

No. 2
# C26H62N5O4

A 5-piece molecular cluster, C26H62N5O4 overall in a non-equilibrium geometry (ωB97M-V with the def2-TZVPD basis set, the OMol25 dataset).

Geometry as ORCA input:
```
! wB97M-V def2-TZVPD RIJCOSX def2/J DEFGRID3
* xyz -1 1
N 0.38 -0.09 -0.34
H 1.20 0.57 -0.26
H 0.45 -0.77 0.45
H 0.49 -0.66 -1.19
H -0.50 0.46 -0.30
C 0.86 -0.79 3.10
C 0.27 -2.18 2.91
C -1.15 -2.15 3.49
C -1.95 -3.41 3.21
C -2.01 -3.55 1.68
C -0.62 -3.63 1.06
N 0.18 -2.52 1.50
O 1.43 -2.45 0.86
C -0.84 -3.53 -0.45
C 0.00 -5.03 1.27
C 1.14 -3.16 3.74
H 1.80 -0.71 2.54
H 1.14 -0.64 4.14
H 0.22 0.02 2.75
H -1.66 -1.30 3.01
H -1.18 -1.92 4.57
H -2.96 -3.33 3.61
H -1.52 -4.32 3.64
H -2.59 -2.71 1.28
H -2.60 -4.45 1.45
H -1.55 -4.31 -0.75
H 0.10 -3.72 -0.97
H -1.23 -2.56 -0.74
H -0.62 -5.82 0.84
H 0.19 -5.30 2.31
H 0.96 -5.01 0.74
H 1.14 -2.82 4.78
H 2.15 -3.12 3.33
H 0.80 -4.19 3.75
C 3.12 3.93 1.52
C 1.83 3.34 0.86
C 0.95 4.51 0.41
C 1.48 5.15 -0.86
C 1.62 4.11 -1.97
C 2.43 2.87 -1.57
N 2.10 2.43 -0.24
O 2.80 1.28 0.16
C 3.95 3.19 -1.71
C 2.13 1.76 -2.56
C 1.11 2.57 1.95
H 3.66 3.10 1.99
H 2.87 4.69 2.27
H 3.77 4.39 0.79
H 0.90 5.26 1.20
H -0.08 4.13 0.28
H 2.44 5.63 -0.61
H 0.82 5.97 -1.16
H 2.15 4.65 -2.76
H 0.62 3.85 -2.33
H 4.35 3.72 -0.85
H 4.17 3.73 -2.64
H 4.50 2.25 -1.76
H 2.44 2.09 -3.57
H 1.08 1.49 -2.57
H 2.77 0.90 -2.37
H 0.92 3.23 2.81
H 1.69 1.73 2.32
H 0.11 2.24 1.65
C -3.53 -0.05 -0.41
C -3.09 1.28 0.19
C -2.70 1.17 1.65
O -2.34 2.46 2.08
C -2.28 2.63 3.47
N -1.86 1.70 -0.54
H -2.80 -0.85 -0.32
H -3.79 0.13 -1.45
H -4.49 -0.38 0.01
H -3.89 2.02 0.07
H -1.85 0.48 1.75
H -3.54 0.77 2.24
H -3.11 2.13 3.97
H -2.23 3.69 3.72
H -1.36 2.20 3.90
H -1.46 2.48 -0.02
H -2.14 2.15 -1.41
C 1.06 -2.67 -4.82
C 0.50 -1.57 -3.92
C -0.96 -1.77 -3.66
O -1.71 -1.54 -4.83
C -3.09 -1.64 -4.58
N 1.20 -1.57 -2.63
H 0.57 -2.82 -5.78
H 0.99 -3.64 -4.30
H 2.11 -2.46 -5.02
H 0.64 -0.60 -4.40
H -1.32 -1.17 -2.81
H -1.15 -2.80 -3.31
H -3.46 -0.80 -3.98
H -3.34 -2.55 -4.02
H -3.60 -1.70 -5.54
H 1.19 -2.50 -2.21
H 2.17 -1.32 -2.78
*
```

Output
**HOMO energy**: -2.515 eV
**Orbital gap**: 5.00 eV

---

No. 3
# C42H62Br2N2O5SSiTa

C42H62Br2N2O5SSiTa as an isolated structure in a non-equilibrium geometry (ωB97M-V with the def2-TZVPD basis set, the OMol25 dataset).

Geometry as ORCA input:
```
! wB97M-V def2-TZVPD RIJCOSX def2/J DEFGRID3
* xyz 3 1
Ta 0.65 0.60 2.82
C 7.87 1.30 1.00
C 7.07 2.45 1.64
C 7.46 3.86 1.03
C 7.45 2.65 3.13
C 5.63 2.04 1.41
C 5.14 0.95 2.10
C 3.80 0.70 2.20
Br 3.38 -0.72 3.41
C 2.62 1.44 1.52
O 1.68 0.47 1.06
C 3.32 2.52 0.59
C 4.70 2.71 0.52
C 2.47 3.24 -0.43
C 1.34 3.97 0.35
C 1.83 2.26 -1.44
C 3.31 4.35 -1.17
H 8.92 1.38 1.19
H 7.70 1.34 -0.08
H 7.53 0.33 1.33
H 8.42 4.19 1.45
H 6.71 4.58 1.32
H 7.47 3.82 -0.04
H 8.54 2.78 3.23
H 7.21 1.78 3.75
H 6.93 3.56 3.47
H 5.89 0.30 2.60
H 5.06 3.63 0.03
H 0.55 3.30 0.62
H 0.98 4.75 -0.34
H 1.66 4.48 1.26
H 1.16 1.52 -0.95
H 2.55 1.65 -2.02
H 1.27 2.81 -2.18
H 3.81 5.07 -0.47
H 2.60 4.94 -1.78
H 4.09 3.94 -1.80
O -1.51 -0.25 4.33
C -1.50 0.71 5.17
C -1.06 0.70 6.53
C -1.67 1.53 7.44
C -2.54 2.57 7.03
C -2.60 2.87 5.66
C -1.98 2.00 4.74
C -2.13 2.15 3.29
N -1.25 1.79 2.30
C -1.89 2.02 1.07
C -3.10 2.60 1.34
N -3.25 2.61 2.72
H -0.20 0.07 6.79
H -1.43 1.47 8.51
H -3.16 3.10 7.80
H -3.13 3.74 5.26
H -1.40 1.93 0.12
H -3.89 2.97 0.69
H -4.13 2.74 3.26
O 1.00 0.63 4.53
O 1.77 2.16 2.46
C 1.45 -3.86 1.98
S 0.02 -2.73 1.88
O 0.59 -1.43 2.52
C -0.99 -3.32 3.19
C -2.37 -3.20 3.04
C -3.26 -3.59 4.06
C -2.73 -3.85 5.35
C -1.34 -4.13 5.40
C -0.50 -3.90 4.36
H 2.06 -3.52 2.82
H 2.06 -3.69 1.07
H 1.22 -4.89 2.08
H -2.77 -2.91 2.09
H -4.34 -3.57 3.94
H -3.35 -3.92 6.24
H -0.91 -4.52 6.29
H 0.54 -4.10 4.47
C -5.11 -2.76 -3.96
C -4.35 -1.60 -3.27
C -4.27 -1.90 -1.75
C -5.25 -0.38 -3.64
Si -2.56 -1.59 -3.91
Br -1.02 -0.93 -2.11
C -1.77 -3.31 -4.41
C -2.09 -4.46 -3.39
C -0.20 -3.25 -4.51
C -2.24 -3.80 -5.82
C -2.27 -0.34 -5.35
C -0.81 -0.29 -5.87
C -2.59 1.07 -4.82
C -3.17 -0.57 -6.63
H -6.19 -2.82 -3.75
H -4.69 -3.76 -3.74
H -5.17 -2.69 -5.05
H -5.31 -1.90 -1.37
H -3.65 -1.20 -1.23
H -3.83 -2.89 -1.57
H -6.29 -0.58 -3.40
H -5.25 -0.30 -4.74
H -4.98 0.53 -3.19
H -1.77 -4.20 -2.37
H -1.35 -5.22 -3.67
H -3.07 -4.91 -3.45
H 0.28 -2.98 -3.59
H 0.12 -2.56 -5.30
H 0.13 -4.29 -4.76
H -3.31 -3.69 -6.02
H -1.95 -4.83 -5.94
H -1.76 -3.20 -6.64
H -0.09 -0.32 -5.06
H -0.62 0.62 -6.46
H -0.55 -1.14 -6.48
H -1.99 1.38 -3.94
H -3.60 1.21 -4.54
H -2.32 1.78 -5.61
H -3.11 -1.55 -7.00
H -2.86 0.11 -7.42
H -4.20 -0.39 -6.40
*
```

Output
**HOMO energy (spin up / spin down)**: -14.343 / -14.343 eV
**Orbital gap (spin up / spin down)**: 1.93 / 1.93 eV